# C60H58O3PS5Sr

A molecular structure, C60H58O3PS5Sr in a non-equilibrium geometry (ωB97M-V/def2-TZVPD, OMol25).

Summary:
Total charge: +1
E_tot, eV: -133600.10402

Each line ends with the Mulliken charge.
Element x y z (Å)
Sr (1.136, -0.678, 0.433)  2.32
C (-2.840, 0.740, 7.976)  -1.49
C (-2.624, 0.473, 6.507)  0.93
C (-2.711, 1.488, 5.567)  -1.00
C (-2.533, 1.224, 4.212)  -0.51
C (-2.272, -0.071, 3.781)  0.15
C (-2.189, -1.111, 4.716)  0.09
C (-2.343, -0.828, 6.056)  -1.09
S (-2.293, -0.227, 1.984)  0.82
O (-0.931, -0.638, 1.413)  -0.67
C (-3.321, -1.703, 2.018)  0.59
C (-4.639, -1.400, 2.458)  -0.97
C (-5.518, -2.395, 2.715)  -1.21
C (-5.115, -3.752, 2.602)  0.70
C (-6.031, -4.804, 2.866)  -0.99
C (-5.663, -6.106, 2.704)  -0.74
C (-4.335, -6.419, 2.333)  -0.93
C (-3.427, -5.427, 2.096)  -0.64
C (-3.802, -4.057, 2.176)  0.94
C (-2.891, -2.994, 1.799)  -0.24
C (-1.657, -3.445, 1.034)  -0.32
C (-1.919, -4.061, -0.248)  0.84
C (-3.205, -4.020, -0.866)  -0.56
C (-3.436, -4.655, -2.049)  -1.15
C (-2.395, -5.342, -2.719)  -0.51
C (-1.144, -5.359, -2.184)  -0.96
C (-0.879, -4.731, -0.938)  0.85
C (0.413, -4.788, -0.371)  -0.63
C (0.671, -4.160, 0.798)  -0.75
C (-0.355, -3.465, 1.491)  0.80
S (0.275, -2.479, 2.868)  1.27
O (1.534, -1.840, 2.272)  -1.32
C (0.872, -3.842, 3.850)  0.34
C (2.211, -3.915, 4.184)  -0.47
C (2.643, -4.952, 5.009)  -0.94
C (1.750, -5.894, 5.512)  0.96
C (2.212, -7.003, 6.428)  -1.44
C (0.402, -5.795, 5.150)  -0.95
C (-0.042, -4.777, 4.328)  -0.29
H (-3.157, 1.767, 8.155)  0.37
H (-1.920, 0.564, 8.539)  0.33
H (-3.601, 0.069, 8.381)  0.35
H (-2.934, 2.500, 5.889)  0.34
H (-2.598, 2.027, 3.480)  0.17
H (-2.040, -2.136, 4.411)  0.60
H (-2.270, -1.637, 6.778)  0.46
H (-4.927, -0.357, 2.585)  0.43
H (-6.534, -2.170, 3.019)  0.43
H (-7.033, -4.549, 3.198)  0.46
H (-6.379, -6.903, 2.872)  0.42
H (-4.035, -7.457, 2.231)  0.47
H (-2.408, -5.690, 1.841)  0.46
H (-4.013, -3.472, -0.398)  0.41
H (-4.427, -4.625, -2.488)  0.42
H (-2.592, -5.833, -3.666)  0.38
H (-0.328, -5.860, -2.696)  0.47
H (1.199, -5.330, -0.886)  0.40
H (1.665, -4.187, 1.225)  0.41
H (2.907, -3.177, 3.800)  0.43
H (3.695, -5.023, 5.267)  0.32
H (3.278, -6.924, 6.641)  0.36
H (2.025, -7.983, 5.980)  0.33
H (1.672, -6.970, 7.378)  0.34
H (-0.306, -6.531, 5.519)  0.44
H (-1.095, -4.722, 4.049)  0.34
C (-2.674, -1.006, -4.436)  -0.83
C (-1.977, -1.935, -3.682)  0.19
C (-0.655, -1.689, -3.297)  -0.22
C (-0.017, -0.512, -3.674)  -0.20
C (-0.742, 0.431, -4.418)  -0.74
C (-2.051, 0.189, -4.802)  -0.80
P (1.706, -0.079, -3.178)  1.33
C (2.450, 0.285, -4.831)  0.02
C (3.548, 1.147, -4.850)  -0.62
C (4.219, 1.435, -6.036)  -0.58
C (3.790, 0.866, -7.226)  -0.49
C (2.686, 0.020, -7.226)  -0.71
C (2.023, -0.269, -6.039)  -0.16
C (2.469, -1.693, -2.708)  0.78
C (3.075, -2.531, -3.655)  -0.38
C (3.771, -3.662, -3.251)  -0.78
C (3.884, -3.944, -1.893)  -0.68
C (3.265, -3.112, -0.965)  -0.85
C (2.524, -1.958, -1.311)  -0.19
H (-3.690, -1.212, -4.751)  0.40
H (-2.452, -2.867, -3.405)  0.16
H (-0.110, -2.433, -2.720)  0.32
H (-0.257, 1.356, -4.714)  0.59
H (-2.589, 0.922, -5.396)  0.44
H (3.880, 1.598, -3.920)  0.28
H (5.071, 2.107, -6.030)  0.41
H (4.310, 1.084, -8.152)  0.38
H (2.342, -0.419, -8.155)  0.40
H (1.165, -0.931, -6.056)  0.46
H (3.021, -2.304, -4.713)  0.36
H (4.241, -4.306, -3.988)  0.42
H (4.458, -4.808, -1.561)  0.41
H (3.398, -3.368, 0.092)  0.23
C (-1.803, 5.084, -2.094)  -0.75
C (-1.072, 3.891, -2.729)  -1.05
S (-0.644, 2.518, -1.652)  0.31
C (-2.250, 1.796, -1.277)  -0.60
C (-3.064, 2.502, -0.161)  -1.04
S (-2.095, 2.898, 1.330)  0.25
C (-2.556, 4.611, 1.701)  -0.81
C (-2.570, 5.630, 0.558)  -1.01
S (-1.113, 5.681, -0.518)  -0.09
H (-2.847, 4.836, -1.920)  0.27
H (-1.776, 5.920, -2.790)  0.55
H (-0.102, 4.203, -3.123)  0.51
H (-1.664, 3.500, -3.562)  0.36
H (-2.014, 0.768, -0.986)  -0.14
H (-2.838, 1.743, -2.196)  0.62
H (-3.901, 1.869, 0.135)  0.52
H (-3.465, 3.443, -0.529)  0.50
H (-1.819, 4.897, 2.452)  0.49
H (-3.537, 4.610, 2.177)  0.34
H (-2.652, 6.618, 1.009)  0.50
H (-3.445, 5.502, -0.074)  0.43
C (4.127, 2.364, 0.680)  -1.28
C (3.243, 2.077, -0.515)  -0.20
O (1.931, 1.604, -0.113)  0.39
H (5.128, 2.651, 0.349)  0.42
H (4.218, 1.476, 1.308)  0.23
H (3.721, 3.179, 1.287)  0.32
H (3.656, 1.284, -1.126)  0.20
H (3.117, 2.958, -1.137)  0.32
H (1.397, 2.363, 0.167)  -0.07